{"formula": "C4H12N2S", "method": "the ωB97M-V functional and the def2-TZVPD basis", "homo_ev": -8.85, "smiles": "CNC[C@@H](N)CS", "total_charge": 0, "lumo_energy_ev": 0.87, "total_energy_ev": -18156.139, "homo_lumo_gap_ev": 9.7, "elements": ["C", "N", "C", "C", "N", "C", "S", "H", "H", "H", "H", "H", "H", "H", "H", "H", "H", "H", "H"], "positions_angstrom": [[-1.5764, 0.3206, -2.6084], [-0.5304, 0.6825, -1.6506], [-0.4157, -0.3431, -0.5593], [0.6171, 0.2127, 0.4867], [0.1229, 1.3228, 1.1198], [1.0573, -0.8850, 1.4618], [2.4190, -0.4299, 2.6676], [-1.2341, -0.5340, -3.2954], [-1.9945, 1.1278, -3.2889], [-2.3209, -0.2848, -1.9896], [-0.6808, 1.4180, -0.9991], [-1.3570, -0.4699, 0.0741], [0.1522, -1.2114, -1.0557], [1.5912, 0.6561, 0.0086], [0.7403, 1.7181, 1.7517], [-0.6977, 0.9995, 1.7214], [0.1766, -1.2495, 1.9951], [1.4952, -1.5972, 0.7321], [2.4355, -1.4531, 3.4279]], "atomic_forces_ev_per_a": [[-0.7, -2.0, 0.1], [0.5, -1.5, 0.9], [2.7, 0.1, -0.6], [3.3, -0.6, -1.3], [-5.1, 1.1, 1.2], [0.9, -0.9, -1.0], [-0.7, 2.1, -1.9], [0.2, 1.4, 0.7], [0.5, -0.8, 1.3], [-0.3, 1.3, -1.1], [-0.9, 2.0, -0.6], [0.7, -0.6, -1.3], [-1.8, 0.4, 1.1], [-1.6, -1.4, 0.0], [1.6, 1.0, 1.3], [1.1, 0.9, -0.9], [0.2, -0.3, 0.0], [-0.4, -0.4, 1.0], [-0.3, -1.8, 1.0]], "nbo_charge": [-0.43, -0.64, -0.24, -0.06, -0.83, -0.51, -0.07, 0.19, 0.22, 0.17, 0.38, 0.17, 0.21, 0.20, 0.37, 0.33, 0.21, 0.22, 0.12]}

---

{"formula": "C5H11O3", "method": "the ωB97M-V functional and the def2-TZVPD basis", "homo_ev": -4.43, "total_charge": -1, "lumo_energy_ev": 3.75, "total_energy_ev": -11507.504, "homo_lumo_gap_ev": 8.2, "elements": ["C", "C", "O", "H", "H", "H", "H", "H", "H", "C", "C", "C", "O", "O", "H", "H", "H", "H", "H"], "positions_angstrom": [[1.8256, -0.1575, -0.7300], [2.8573, -0.1187, -1.8207], [1.8718, -1.4055, -0.0851], [2.0242, 0.6241, 0.0239], [0.8224, 0.0474, -1.1320], [3.8915, -0.0467, -1.4833], [1.0804, -1.4951, 0.4918], [2.6826, 0.6638, -2.5653], [2.8624, -1.0111, -2.4647], [-1.5801, 0.2928, 0.4824], [-2.9812, 0.9185, 0.7687], [-1.1494, -0.5335, 1.7229], [-1.5427, -0.1961, 2.8542], [-0.3396, -1.4900, 1.4787], [-1.6263, -0.2638, -0.4487], [-0.7650, 1.0096, 0.4617], [-3.3261, 1.3961, -0.1569], [-2.9802, 1.6728, 1.5487], [-3.6275, 0.0928, 1.0538]], "atomic_forces_ev_per_a": [[-0.2, -0.1, 0.7], [0.5, -0.3, -1.4], [0.3, -0.2, -0.4], [0.0, 0.1, -0.3], [0.1, -0.1, -0.1], [-0.1, 0.2, 0.3], [-0.4, 0.1, 0.2], [0.0, 0.4, 0.4], [-0.4, -0.2, 0.5], [-1.1, 0.4, 1.7], [1.0, 0.0, -1.0], [0.9, -1.2, 0.0], [-0.3, 0.2, -0.6], [-0.3, 0.4, -0.1], [0.3, -0.3, 0.1], [-0.1, 0.5, -0.5], [-0.3, -0.1, 0.1], [0.1, -0.1, 0.2], [-0.3, 0.1, 0.0]], "nbo_charge": [-0.06, -0.62, -0.78, 0.15, 0.16, 0.19, 0.53, 0.19, 0.20, -0.52, -0.60, 0.77, -0.76, -0.83, 0.20, 0.20, 0.17, 0.21, 0.20]}

---

{"formula": "C8H15NO4P", "method": "the ωB97M-V functional and the def2-TZVPD basis", "homo_ev": [-0.56, -5.73], "s_squared": 2.012, "total_charge": -1, "spin_multiplicity": 3, "lumo_energy_ev": [2.76, 0.93], "total_energy_ev": -27507.042, "homo_lumo_gap_ev": [3.3, 6.7], "elements": ["C", "C", "C", "C", "C", "C", "C", "C", "N", "O", "O", "O", "O", "P", "H", "H", "H", "H", "H", "H", "H", "H", "H", "H", "H", "H", "H", "H", "H"], "positions_angstrom": [[-0.7104, 1.8444, 0.8245], [2.1039, 0.6913, -0.1064], [0.7971, 0.5759, -0.7922], [3.0682, -0.5601, -0.0638], [-0.3437, 0.7123, 0.1971], [-1.1554, -0.4769, 0.5995], [-1.7995, -1.2394, -0.5291], [-3.1522, -1.7659, -0.1024], [-4.2325, -0.7950, -0.0293], [-1.6876, 1.9760, 1.6110], [5.4836, 0.5274, 1.0735], [0.1328, 2.9863, 0.6419], [5.2951, 0.2252, -1.4820], [4.8330, 0.0002, -0.1006], [2.7304, 1.3308, -0.6857], [1.8757, 1.0446, 0.9217], [0.8040, 1.2478, -1.6770], [0.8301, -0.4577, -1.0810], [2.9053, -1.2399, 0.8303], [3.0390, -1.1051, -0.9991], [-0.5736, -1.1996, 1.2346], [-2.0726, -0.0394, 1.0952], [-1.8126, -0.5908, -1.4814], [-1.2101, -2.0536, -0.9376], [-3.4019, -2.4667, -0.9608], [-3.0828, -2.3089, 0.7759], [-4.2105, -0.1667, -0.9444], [-0.2122, 3.4985, 1.3931], [-4.2408, -0.1949, 0.7746]], "atomic_forces_ev_per_a": [[-1.0, 4.8, 2.7], [1.8, -0.5, 1.8], [-1.3, -0.5, -0.2], [-1.2, 0.9, 1.4], [0.9, -3.2, -2.2], [-0.8, 0.2, 0.5], [0.8, 0.7, -2.0], [-0.6, 0.4, -4.0], [-0.3, 1.3, -2.9], [1.6, 0.0, -1.3], [0.4, 2.5, 2.9], [-1.5, -1.6, 0.6], [-0.5, 1.4, -1.6], [0.8, -5.2, -1.1], [0.1, 1.5, 0.1], [1.1, 0.2, -0.6], [-0.6, -0.4, 0.6], [-0.8, -0.5, -1.0], [0.2, 0.8, -1.2], [-0.2, -0.3, -0.1], [-0.5, 0.8, -0.2], [1.5, -0.6, 0.4], [-0.7, -0.5, 1.4], [0.4, -0.5, 0.4], [-0.2, 0.4, 1.2], [0.1, -1.1, 1.8], [-0.1, -1.6, 2.8], [0.3, 0.5, -0.4], [0.3, 0.3, 0.2]], "mulliken_spin": [0.28, -0.10, 0.02, 0.36, 0.26, 0.02, 0.03, 0.00, 0.00, 0.25, -0.26, 0.02, -0.18, 1.22, 0.07, 0.02, -0.04, 0.05, -0.05, -0.04, 0.05, 0.00, -0.01, 0.00, 0.00, 0.00, 0.00, 0.00, 0.00]}

---

{"formula": "C21H36N2", "method": "the ωB97M-V functional and the def2-TZVPD basis", "homo_ev": -8.19, "smiles": "Cc1ccccc1CCN1CCC[C@H](CN(C)CC(C)(C)C)C1", "total_charge": 0, "lumo_energy_ev": 0.84, "total_energy_ev": -25341.974, "homo_lumo_gap_ev": 9.0, "elements": ["C", "C", "C", "C", "C", "C", "C", "C", "C", "N", "C", "C", "C", "C", "C", "N", "C", "C", "C", "C", "C", "C", "C", "H", "H", "H", "H", "H", "H", "H", "H", "H", "H", "H", "H", "H", "H", "H", "H", "H", "H", "H", "H", "H", "H", "H", "H", "H", "H", "H", "H", "H", "H", "H", "H", "H", "H", "H", "H"], "positions_angstrom": [[-5.2222, 0.4103, 1.7975], [-4.5074, 0.6961, 0.5085], [-5.2389, 0.8237, -0.6655], [-4.6208, 1.0887, -1.8740], [-3.2466, 1.2406, -1.9193], [-2.5087, 1.1234, -0.7564], [-3.1198, 0.8488, 0.4605], [-2.2507, 0.6588, 1.6694], [-1.8094, -0.8145, 1.7774], [-1.1013, -1.2101, 0.5743], [-1.7711, -2.2235, -0.2117], [-1.1290, -2.3204, -1.5926], [0.3615, -2.6200, -1.4677], [1.0087, -1.5559, -0.5846], [2.5068, -1.7971, -0.3925], [3.1672, -0.6682, 0.2496], [4.3281, -1.1112, 0.9967], [3.4909, 0.4102, -0.6800], [3.0924, 1.8238, -0.1976], [1.5705, 1.9589, -0.1495], [3.6591, 2.1240, 1.1897], [3.6542, 2.8362, -1.2009], [0.2936, -1.5368, 0.7666], [-6.2894, 0.2948, 1.6234], [-5.0786, 1.2269, 2.5051], [-4.8489, -0.5021, 2.2595], [-6.3138, 0.7090, -0.6323], [-5.2112, 1.1777, -2.7744], [-2.7536, 1.4508, -2.8576], [-1.4360, 1.2374, -0.7823], [-1.3557, 1.2744, 1.5695], [-2.7692, 0.9452, 2.5845], [-1.1706, -0.9298, 2.6607], [-2.6913, -1.4471, 1.9268], [-2.8203, -1.9387, -0.3207], [-1.7276, -3.2148, 0.2819], [-1.2675, -1.3668, -2.1040], [-1.6290, -3.0981, -2.1728], [0.8280, -2.6319, -2.4554], [0.5041, -3.6058, -1.0170], [0.8589, -0.5831, -1.0564], [2.9693, -2.0373, -1.3660], [2.6317, -2.6733, 0.2494], [4.0069, -1.7884, 1.7883], [5.0637, -1.6364, 0.3652], [4.8204, -0.2591, 1.4560], [4.5694, 0.4101, -0.8976], [2.9738, 0.2321, -1.6271], [1.1510, 1.2148, 0.5196], [1.2897, 2.9480, 0.2077], [1.1420, 1.8233, -1.1405], [3.2616, 1.4219, 1.9168], [3.3816, 3.1312, 1.4951], [4.7453, 2.0603, 1.1879], [3.3620, 3.8461, -0.9223], [4.7411, 2.7911, -1.2290], [3.2781, 2.6359, -2.2022], [0.7564, -0.7820, 1.4046], [0.4204, -2.5221, 1.2572]], "atomic_forces_ev_per_a": [[0.1, 0.0, 0.0], [0.0, 0.0, 0.0], [0.0, 0.0, 0.0], [0.0, 0.0, -0.1], [0.0, 0.0, -0.1], [-0.1, 0.1, 0.0], [0.0, 0.1, 0.0], [-0.1, -0.3, 0.1], [0.0, 0.3, 0.1], [0.1, -0.2, 0.2], [-0.1, 0.0, -0.3], [0.0, -0.3, 0.2], [-0.1, 0.4, -0.1], [0.3, -0.5, 0.2], [-0.4, 0.1, -0.1], [0.0, 0.0, 0.0], [0.0, 0.0, 0.0], [-0.1, 0.3, 0.2], [0.1, 0.1, -0.1], [0.3, 0.0, 0.0], [-0.1, -0.1, -0.2], [-0.1, -0.2, 0.2], [0.1, 0.3, -0.2], [0.0, 0.0, 0.0], [0.0, 0.0, 0.1], [0.0, -0.1, 0.1], [-0.1, 0.0, 0.0], [0.0, 0.0, -0.1], [0.0, 0.0, -0.1], [0.1, 0.0, 0.0], [0.0, 0.0, 0.1], [0.0, 0.1, 0.1], [0.0, -0.1, 0.0], [0.0, 0.0, 0.0], [0.0, -0.1, 0.0], [-0.1, 0.0, 0.0], [0.0, 0.0, -0.1], [0.0, 0.0, 0.0], [0.1, -0.1, 0.0], [0.1, -0.1, 0.0], [0.0, 0.1, 0.0], [0.0, 0.0, 0.1], [0.0, 0.0, 0.0], [0.1, 0.0, 0.0], [0.0, 0.0, 0.0], [0.1, 0.0, 0.1], [0.0, 0.0, 0.0], [0.0, 0.0, 0.0], [-0.1, -0.1, 0.1], [-0.1, 0.1, 0.0], [-0.1, 0.0, -0.1], [0.0, -0.1, 0.2], [0.0, 0.1, 0.0], [0.2, 0.0, 0.1], [0.0, 0.1, 0.0], [0.1, 0.0, 0.0], [0.0, 0.0, -0.2], [0.0, 0.0, 0.0], [0.0, 0.0, 0.0]], "nbo_charge": [-0.65, 0.06, -0.24, -0.21, -0.23, -0.19, -0.04, -0.43, -0.20, -0.47, -0.21, -0.40, -0.39, -0.23, -0.20, -0.47, -0.40, -0.22, -0.06, -0.61, -0.61, -0.60, -0.21, 0.22, 0.22, 0.21, 0.20, 0.21, 0.21, 0.22, 0.21, 0.21, 0.19, 0.18, 0.21, 0.16, 0.21, 0.21, 0.21, 0.19, 0.20, 0.17, 0.19, 0.20, 0.16, 0.20, 0.18, 0.20, 0.21, 0.21, 0.20, 0.22, 0.21, 0.20, 0.21, 0.20, 0.20, 0.21, 0.15]}

---

{"formula": "C16H15F2N3O2S", "method": "the ωB97M-V functional and the def2-TZVPD basis", "homo_ev": -8.55, "smiles": "O=c1c2c([nH]n1-c1ccc(OC(F)F)cc1)[C@H]1CSCC[C@H]1N=C2", "total_charge": 0, "lumo_energy_ev": 0.15, "total_energy_ev": -41666.970, "homo_lumo_gap_ev": 8.7, "elements": ["O", "C", "C", "C", "N", "N", "C", "C", "C", "C", "O", "C", "F", "F", "C", "C", "C", "C", "S", "C", "C", "C", "N", "C", "H", "H", "H", "H", "H", "H", "H", "H", "H", "H", "H", "H", "H", "H", "H"], "positions_angstrom": [[1.3778, 1.3266, -1.7571], [0.4325, 0.8150, -1.1189], [-0.3720, -0.2865, -1.5790], [-0.9339, -0.9146, -0.5471], [-0.7239, -0.1936, 0.6264], [0.2354, 0.7507, 0.2822], [0.8853, 1.6934, 1.0958], [1.5319, 1.1566, 2.2866], [2.2927, 1.8693, 3.1316], [2.5424, 3.2153, 2.9536], [3.3087, 4.0281, 3.7429], [4.7154, 3.7577, 3.6792], [5.0489, 2.6717, 4.3741], [5.3989, 4.8632, 4.2041], [1.9756, 3.7740, 1.7941], [1.1088, 3.0378, 0.8950], [-1.8906, -2.0175, -1.0603], [-3.3056, -1.5524, -1.1218], [-4.4209, -3.0419, -0.9812], [-3.5201, -4.1540, -1.9523], [-2.5053, -3.5316, -2.9576], [-1.3947, -2.6806, -2.3794], [-1.0085, -1.5748, -3.3558], [-0.4112, -0.5419, -2.9065], [-0.9879, -0.6911, 1.4808], [1.4494, 0.0858, 2.5822], [2.8371, 1.3316, 3.8993], [4.9843, 3.6583, 2.5888], [2.1058, 4.8661, 1.5724], [0.8117, 3.3545, -0.1023], [-1.7617, -2.9030, -0.3453], [-3.4797, -0.7732, -0.3938], [-3.5125, -1.2103, -2.1569], [-2.9387, -4.6813, -1.1779], [-4.1405, -4.8929, -2.4094], [-2.1802, -4.4538, -3.5426], [-3.1264, -2.8880, -3.5190], [-0.5659, -3.3085, -2.2253], [0.1376, 0.0357, -3.5994]], "atomic_forces_ev_per_a": [[-2.0, 0.5, 1.7], [2.2, -1.9, -0.2], [1.8, 2.8, 2.8], [-1.5, 0.0, -1.4], [-1.3, -2.2, -1.7], [0.8, 2.5, -0.7], [1.5, -1.5, 4.3], [-1.8, -1.5, -1.5], [1.6, 0.1, 1.6], [-1.2, 0.9, -2.8], [2.0, -0.2, 1.0], [-0.6, 1.9, -1.3], [0.0, 0.2, 0.2], [-1.4, -1.8, -0.6], [-1.1, 0.7, -0.7], [1.1, -0.2, -0.2], [2.0, -2.5, 3.1], [-0.8, -0.9, -1.5], [-1.6, 2.4, 1.2], [3.2, -0.7, 0.9], [-1.1, -2.0, 0.1], [-1.2, 3.4, -0.3], [0.2, -2.2, -1.0], [-1.4, -3.1, -2.6], [1.2, 1.2, 0.2], [-0.2, 0.7, -0.8], [-0.3, 0.1, 0.3], [0.1, -0.1, 1.2], [0.1, -1.2, 0.3], [0.0, 0.9, 0.4], [-0.7, 1.1, -0.3], [-0.6, -0.1, 0.2], [0.2, 0.5, 0.8], [0.1, -0.5, -0.6], [-0.6, -0.2, -0.5], [0.1, 1.7, 0.3], [-0.4, 0.5, -1.5], [1.5, -0.4, 0.4], [0.1, 1.1, -0.7]], "nbo_charge": [-0.62, 0.63, -0.32, 0.27, -0.39, -0.26, 0.14, -0.21, -0.25, 0.25, -0.51, 0.80, -0.32, -0.34, -0.23, -0.20, -0.28, -0.52, 0.20, -0.57, -0.40, -0.07, -0.41, 0.10, 0.44, 0.21, 0.23, 0.13, 0.23, 0.24, 0.22, 0.24, 0.23, 0.20, 0.24, 0.23, 0.22, 0.21, 0.22]}

---

{"formula": "C6H10O", "method": "the ωB97M-V functional and the def2-TZVPD basis", "homo_ev": -8.25, "total_charge": 0, "lumo_energy_ev": -0.32, "total_energy_ev": -8426.715, "homo_lumo_gap_ev": 7.9, "elements": ["C", "C", "C", "C", "C", "C", "O", "H", "H", "H", "H", "H", "H", "H", "H", "H", "H"], "positions_angstrom": [[-1.8490, 0.2724, -0.1182], [-0.7362, 0.2528, 0.9310], [0.0647, -1.0192, 0.9173], [1.4149, -1.0349, 0.7410], [1.8476, -0.0267, -0.1505], [1.1064, 1.2420, -0.1189], [0.0951, 1.3854, 0.8785], [-2.5402, -0.5613, 0.0466], [-1.4424, 0.1841, -1.1313], [-2.4083, 1.2096, -0.0443], [-1.1994, 0.2962, 1.9282], [0.4850, -0.9812, -2.5846], [-0.5080, -1.9433, 1.0344], [2.0100, -1.9287, 0.9148], [1.1050, -0.8241, -2.1956], [1.8542, 2.0218, 0.0751], [0.7005, 1.4550, -1.1235]], "atomic_forces_ev_per_a": [[0.0, 0.0, -0.1], [-0.1, -0.2, 0.0], [0.1, 0.1, 0.0], [0.0, 0.0, -0.1], [-0.2, 0.1, 0.2], [0.2, -0.1, -0.1], [0.0, 0.0, 0.1], [0.1, 0.1, 0.0], [0.0, 0.0, 0.1], [0.1, -0.1, 0.0], [0.0, -0.1, -0.1], [0.0, 0.0, 0.0], [0.1, 0.2, 0.1], [-0.1, 0.1, -0.1], [-0.1, -0.1, -0.1], [-0.1, 0.0, 0.0], [0.1, -0.1, 0.1]], "nbo_charge": [-0.64, 0.04, -0.05, -0.38, 0.07, -0.26, -0.53, 0.21, 0.21, 0.22, 0.21, -0.03, 0.21, 0.21, 0.02, 0.25, 0.21]}

---

> Number 3 is which compound?

C8H15NO4P